1.
Formula: C2H5ISi
Source: the OMol25 dataset
Level of theory: ωB97M-V with the def2-TZVPD basis set

Geometry (Å):
C  0.106  0.196  -1.331
C  0.283  -1.304  -0.804
Si  -1.188  -1.012  -2.004
I  -1.246  1.956  4.214
H  0.037  0.648  -0.391
H  0.981  0.670  -1.984
H  1.134  -1.893  -1.041
H  0.072  -1.346  0.286
H  -0.179  2.084  3.055

Properties
* HOMO: -8.71 eV
* ΔE to the lowest compared entry with this formula, charge and spin: 65.5 kcal/mol
* DFT total energy: -666.267694 a.u.
* frontier orbital gap: 8.090 eV
* LUMO energy: -0.023 hartree
* charge: 0

2.
Formula: C3H8NPS
Source: the OMol25 dataset
Level of theory: ωB97M-V with the def2-TZVPD basis set

Geometry (Å):
C  -2.007  0.083  0.202
C  -1.270  -1.151  -0.441
C  2.752  0.728  0.647
N  -1.498  1.226  -0.430
P  1.599  0.270  -0.719
S  0.538  -1.276  0.086
H  -2.983  -0.283  -0.089
H  -1.762  -0.026  1.207
H  -1.606  -2.084  -0.222
H  -1.174  -1.202  -1.562
H  3.862  0.724  0.336
H  2.665  -0.088  1.512
H  2.569  1.741  0.867
H  -1.686  1.336  -1.395

Properties
* HOMO (alpha / beta): -7.19 / -7.19 eV
* ΔE to the lowest compared entry with this formula, charge and spin: 90.4 kcal/mol
* DFT total energy: -913.239751 a.u.
* frontier orbital gap (alpha / beta): 5.659 / 5.660 eV
* LUMO energy (alpha / beta): -0.056 / -0.056 hartree
* charge: 0

- What is the formula in the second record?
  C3H8NPS